Record 1
ORCA calculation (ωB97M-V/def2-TZVPD) on a 15-piece molecular cluster, C54H87F27N6O24 overall at a distorted geometry.

CARTESIAN COORDINATES (ANGSTROEM)
C: -1.263 -3.765 3.143
C: -1.359 -3.313 1.700
O: -2.033 -2.318 1.396
N: -0.615 -3.921 0.795
C: -0.679 -3.789 -0.635
H: -0.200 -3.941 3.310
H: -1.809 -4.654 3.460
H: -1.709 -2.962 3.729
H: -0.077 -4.718 1.103
H: -1.199 -4.645 -1.064
H: 0.334 -3.935 -1.012
H: -1.207 -2.884 -0.935
C: 0.890 0.236 -0.708
C: 0.290 0.865 0.581
O: 0.518 2.038 0.842
N: -0.559 0.081 1.298
C: -1.238 0.494 2.466
H: 0.593 0.858 -1.553
H: 0.492 -0.775 -0.803
H: 1.978 0.181 -0.702
H: -0.753 -0.843 0.939
H: -1.812 1.415 2.360
H: -0.464 0.570 3.230
H: -1.913 -0.239 2.906
C: 0.856 4.555 3.684
C: 0.947 4.527 5.189
O: 0.775 5.545 5.796
N: 1.114 3.361 5.857
C: 1.207 2.032 5.340
H: 1.907 4.486 3.402
H: 0.417 5.495 3.353
H: 0.297 3.715 3.270
H: 1.128 3.400 6.866
H: 2.256 1.753 5.240
H: 0.728 1.884 4.372
H: 0.685 1.321 5.981
C: 2.045 3.753 -2.032
C: 3.366 3.126 -2.517
O: 3.369 1.908 -2.580
N: 4.441 3.918 -2.766
C: 5.716 3.484 -3.334
H: 2.225 4.826 -1.958
H: 1.900 3.364 -1.025
H: 1.168 3.408 -2.579
H: 4.323 4.907 -2.931
H: 6.151 2.685 -2.733
H: 6.435 4.303 -3.349
H: 5.573 3.224 -4.383
C: 7.426 4.177 -0.200
C: 6.454 3.460 0.703
O: 6.780 3.097 1.791
N: 5.201 3.401 0.275
C: 4.023 2.719 0.936
H: 6.865 4.858 -0.840
H: 7.987 3.472 -0.813
H: 8.025 4.871 0.391
H: 4.952 3.860 -0.590
H: 3.496 2.038 0.268
H: 3.291 3.400 1.370
H: 4.369 2.066 1.738
C: 2.252 6.063 1.010
C: 1.770 7.402 1.552
O: 0.994 8.104 0.889
N: 2.095 7.600 2.827
C: 1.587 8.685 3.696
H: 2.791 6.222 0.076
H: 1.389 5.432 0.795
H: 2.944 5.535 1.665
H: 2.793 6.985 3.221
H: 2.387 9.401 3.883
H: 1.142 8.271 4.600
H: 0.757 9.124 3.142
C: 2.337 -8.644 -4.748
C: 3.459 -7.818 -4.122
O: 3.064 -6.474 -3.896
C: 3.141 -5.600 -4.898
O: 3.503 -5.827 -6.008
C: 2.599 -4.235 -4.475
F: 3.607 -3.308 -4.455
F: 1.665 -3.920 -5.301
F: 2.096 -4.283 -3.237
H: 2.277 -8.403 -5.809
H: 1.314 -8.506 -4.400
H: 2.523 -9.713 -4.637
H: 4.429 -7.801 -4.620
H: 3.625 -8.209 -3.117
C: -2.550 4.132 4.231
C: -3.986 3.564 4.322
O: -4.192 2.747 3.175
C: -5.488 2.564 2.738
O: -6.432 3.150 3.205
C: -5.613 1.592 1.536
F: -6.117 0.404 1.916
F: -6.445 2.055 0.569
F: -4.418 1.370 1.036
H: -1.770 3.373 4.296
H: -2.302 4.751 5.094
H: -2.486 4.679 3.291
H: -4.729 4.362 4.333
H: -4.052 2.858 5.149
C: 0.765 -1.331 6.153
C: -0.305 -1.127 7.188
O: -1.617 -1.284 6.646
C: -2.339 -0.233 6.106
O: -1.892 0.902 5.894
C: -3.799 -0.638 5.895
F: -4.527 -0.171 6.872
F: -4.270 -0.102 4.766
F: -3.959 -1.923 5.802
H: 1.764 -1.372 6.587
H: 0.705 -0.633 5.318
H: 0.693 -2.315 5.690
H: -0.143 -0.271 7.843
H: -0.202 -1.882 7.968
C: -2.091 3.904 0.411
C: -2.204 2.853 -0.656
O: -3.185 3.155 -1.602
C: -2.784 3.865 -2.682
O: -1.759 4.508 -2.811
C: -3.880 3.934 -3.790
F: -4.552 5.085 -3.677
F: -3.385 4.045 -4.979
F: -4.679 2.894 -3.687
H: -3.041 4.234 0.831
H: -1.672 4.824 0.005
H: -1.433 3.636 1.237
H: -2.608 1.981 -0.142
H: -1.259 2.442 -1.014
C: -3.535 -5.971 -0.053
C: -4.864 -6.056 0.744
O: -4.821 -5.134 1.804
C: -5.883 -4.996 2.657
O: -6.873 -5.710 2.586
C: -5.647 -3.821 3.680
F: -4.465 -3.263 3.534
F: -6.612 -2.893 3.506
F: -5.764 -4.306 4.914
H: -3.489 -4.920 -0.340
H: -3.563 -6.669 -0.890
H: -2.630 -6.156 0.526
H: -5.060 -7.061 1.117
H: -5.744 -5.831 0.141
C: 1.186 0.543 -4.465
C: 0.305 -0.389 -5.285
O: -0.698 -0.866 -4.439
C: -1.830 -0.171 -4.151
O: -2.043 0.987 -4.536
C: -2.864 -0.910 -3.213
F: -2.851 -0.292 -2.051
F: -4.093 -0.805 -3.723
F: -2.519 -2.210 -2.973
H: 2.011 0.886 -5.090
H: 1.610 0.069 -3.580
H: 0.671 1.427 -4.089
H: 0.761 -1.291 -5.694
H: -0.087 0.192 -6.120
C: 6.164 -0.192 -0.607
C: 4.847 -0.978 -0.727
O: 4.336 -1.408 0.542
C: 3.211 -2.146 0.602
O: 2.636 -2.558 -0.427
C: 2.689 -2.364 2.044
F: 2.928 -3.651 2.356
F: 3.230 -1.574 2.929
F: 1.376 -2.099 2.056
H: 6.917 -0.893 -0.247
H: 6.094 0.687 0.034
H: 6.395 0.076 -1.638
H: 5.087 -1.771 -1.436
H: 4.096 -0.452 -1.317
C: -10.129 -3.686 -0.235
C: -8.901 -4.559 -0.338
O: -7.683 -3.849 -0.070
C: -7.135 -3.004 -0.935
O: -7.578 -2.712 -2.028
C: -5.838 -2.310 -0.473
F: -5.664 -2.363 0.859
F: -4.824 -2.894 -1.081
F: -5.866 -1.016 -0.864
H: -10.173 -3.175 0.726
H: -11.077 -4.214 -0.340
H: -10.163 -2.932 -1.022
H: -8.875 -5.129 -1.267
H: -8.961 -5.369 0.389
C: 4.575 -2.827 -8.159
C: 5.601 -1.679 -8.163
O: 6.087 -1.294 -6.841
C: 5.225 -0.719 -5.887
O: 4.060 -0.365 -6.138
C: 5.888 -0.559 -4.485
F: 5.961 0.745 -4.144
F: 5.056 -1.136 -3.573
F: 7.105 -1.117 -4.448
H: 3.619 -2.504 -7.746
H: 4.906 -3.647 -7.522
H: 4.263 -3.038 -9.182
H: 5.113 -0.809 -8.603
H: 6.386 -1.998 -8.848

Summary:
E_HOMO = -9.29 eV
Strongest force on any atom = 4.4 eV/A



Record 2
ORCA calculation (ωB97M-V/def2-TZVPD) on a 13-piece molecular cluster, C54H95F18N3O24 overall at a distorted geometry.

CARTESIAN COORDINATES (ANGSTROEM)
C: -4.904 1.081 -8.108
C: -4.209 -0.140 -8.590
N: -3.679 -1.168 -8.899
H: -4.708 1.267 -7.052
H: -5.966 0.853 -8.202
H: -4.617 1.926 -8.735
C: -8.961 -2.250 -1.690
C: -8.741 -1.677 -3.012
N: -8.577 -1.228 -4.092
H: -8.624 -1.482 -0.992
H: -8.431 -3.166 -1.431
H: -10.034 -2.369 -1.544
C: -8.467 4.145 -3.603
C: -8.033 4.665 -4.906
N: -7.667 5.011 -5.959
H: -8.221 3.085 -3.547
H: -9.555 4.195 -3.554
H: -8.061 4.830 -2.858
C: 6.198 -4.153 -2.694
O: 6.846 -4.372 -1.495
C: 8.199 -3.916 -1.413
C: 8.828 -4.421 -0.089
O: 8.009 -3.987 1.038
C: 8.139 -2.598 1.437
C: 7.265 -2.402 2.752
O: 5.965 -1.886 2.504
C: 5.014 -2.644 1.833
H: 5.978 -3.087 -2.642
H: 5.229 -4.653 -2.722
H: 6.825 -4.383 -3.556
H: 8.231 -2.828 -1.370
H: 8.628 -4.348 -2.318
H: 9.884 -4.164 -0.001
H: 8.782 -5.510 -0.088
H: 7.810 -1.820 0.749
H: 9.175 -2.379 1.696
H: 7.846 -1.732 3.386
H: 7.114 -3.361 3.248
H: 5.459 -3.084 0.940
H: 4.255 -2.005 1.384
H: 4.512 -3.382 2.458
C: 7.515 -4.888 -18.021
O: 6.171 -5.393 -17.823
C: 5.797 -5.284 -16.383
C: 4.373 -5.683 -16.280
O: 4.010 -5.398 -14.913
C: 2.640 -5.609 -14.510
C: 2.391 -4.939 -13.127
O: 3.008 -5.684 -12.074
C: 2.975 -5.100 -10.736
H: 7.673 -3.849 -17.733
H: 7.827 -4.930 -19.064
H: 8.265 -5.517 -17.541
H: 5.868 -4.315 -15.888
H: 6.376 -5.986 -15.783
H: 4.396 -6.772 -16.323
H: 3.809 -5.179 -17.065
H: 2.451 -6.677 -14.405
H: 1.949 -5.200 -15.247
H: 1.318 -4.896 -12.941
H: 2.792 -3.928 -13.063
H: 3.607 -5.747 -10.127
H: 1.911 -5.070 -10.503
H: 3.465 -4.128 -10.684
C: 2.655 6.679 5.550
O: 3.100 5.522 6.206
C: 2.406 4.366 5.622
C: 2.874 3.031 6.273
O: 2.291 2.799 7.545
C: 2.228 1.476 7.993
C: 2.045 1.418 9.525
O: 1.862 0.117 10.040
C: 1.961 0.184 11.441
H: 3.152 7.546 5.986
H: 1.623 6.979 5.731
H: 3.010 6.599 4.522
H: 2.649 4.207 4.571
H: 1.328 4.347 5.781
H: 3.934 3.006 6.526
H: 2.701 2.228 5.557
H: 3.159 1.010 7.670
H: 1.499 0.887 7.436
H: 1.151 1.972 9.811
H: 2.952 1.861 9.939
H: 1.982 -0.825 11.851
H: 1.052 0.645 11.827
H: 2.905 0.647 11.729
C: -1.678 5.465 14.906
O: -2.608 5.241 13.861
C: -2.638 3.914 13.431
C: -3.724 3.631 12.417
O: -3.739 4.650 11.374
C: -4.725 4.346 10.394
C: -4.286 3.189 9.440
O: -4.512 1.899 10.023
C: -4.026 0.766 9.329
H: -2.127 6.363 15.330
H: -0.640 5.634 14.620
H: -1.715 4.688 15.669
H: -2.738 3.250 14.290
H: -1.662 3.684 13.005
H: -4.676 3.525 12.936
H: -3.450 2.670 11.982
H: -4.818 5.218 9.746
H: -5.730 4.229 10.800
H: -3.219 3.293 9.246
H: -4.760 3.340 8.471
H: -4.474 -0.180 9.633
H: -2.940 0.685 9.390
H: -4.241 0.889 8.267
C: 0.521 -10.836 4.022
C: -0.680 -9.918 4.245
O: -0.464 -8.720 3.510
C: -1.464 -7.820 3.498
O: -2.534 -7.851 4.132
C: -1.099 -6.601 2.549
F: -1.282 -5.463 3.163
F: 0.213 -6.794 2.146
F: -1.805 -6.632 1.439
H: 0.682 -10.975 2.953
H: 0.446 -11.815 4.494
H: 1.457 -10.420 4.394
H: -0.740 -9.658 5.302
H: -1.609 -10.397 3.936
C: -6.867 8.682 1.904
C: -7.325 8.248 3.283
O: -8.422 9.121 3.577
C: -9.197 8.896 4.618
O: -9.275 7.825 5.253
C: -9.996 10.175 4.987
F: -10.036 10.332 6.336
F: -9.542 11.272 4.382
F: -11.281 10.047 4.602
H: -5.872 8.256 1.777
H: -6.810 9.765 1.796
H: -7.524 8.205 1.176
H: -6.540 8.305 4.037
H: -7.671 7.215 3.307
C: -0.272 -1.101 -2.289
C: -1.673 -0.491 -2.076
O: -1.708 0.105 -0.814
C: -2.814 0.698 -0.383
O: -3.866 0.782 -0.999
C: -2.671 1.504 0.883
F: -3.109 2.792 0.690
F: -3.382 0.986 1.836
F: -1.414 1.521 1.325
H: 0.458 -0.292 -2.264
H: -0.245 -1.677 -3.214
H: 0.019 -1.679 -1.411
H: -2.402 -1.269 -2.303
H: -1.902 0.295 -2.796
C: -4.011 -9.319 -2.187
C: -2.757 -8.712 -2.826
O: -1.621 -9.468 -2.645
C: -0.503 -8.930 -3.143
O: -0.307 -7.728 -3.351
C: 0.630 -9.915 -3.219
F: 0.314 -11.154 -2.749
F: 1.025 -10.049 -4.499
F: 1.636 -9.364 -2.515
H: -4.269 -10.259 -2.674
H: -4.890 -8.711 -2.398
H: -3.959 -9.435 -1.104
H: -2.621 -7.641 -2.670
H: -2.926 -8.841 -3.895
C: 1.171 10.245 -1.076
C: -0.309 9.844 -0.913
O: -0.685 8.926 -1.842
C: -0.611 7.548 -1.586
O: -0.255 7.052 -0.474
C: -1.052 6.655 -2.714
F: -2.360 6.376 -2.515
F: -0.852 7.232 -3.968
F: -0.348 5.512 -2.710
H: 1.807 9.394 -0.836
H: 1.223 11.081 -0.378
H: 1.382 10.598 -2.085
H: -0.965 10.714 -0.942
H: -0.483 9.481 0.100
C: 4.724 2.452 -1.545
C: 5.119 3.577 -2.505
O: 4.642 3.254 -3.839
C: 5.253 2.368 -4.677
O: 6.332 1.844 -4.471
C: 4.409 2.225 -6.001
F: 3.991 0.958 -6.033
F: 3.340 3.025 -6.016
F: 5.183 2.487 -7.086
H: 4.859 2.701 -0.492
H: 5.120 1.446 -1.684
H: 3.673 2.211 -1.706
H: 6.197 3.733 -2.498
H: 4.735 4.586 -2.356

Summary:
E_HOMO = -9.47 eV
Energy above the lowest of the compared OMol25 structures with the same formula, charge and spin = 1.9951 eV
Strongest force on any atom = 6.1 eV/A